1.
A single CH3I2O2P molecule, computed with ωB97M-V with the def2-TZVPD basis set.

```
! wB97M-V def2-TZVPD RIJCOSX def2/J DEFGRID3
* xyz 0 1
C 1.280 -0.347 0.322
O -1.443 0.182 1.410
O 0.378 0.377 -0.495
P -1.154 0.353 -0.218
I -1.650 -1.727 -1.236
I -1.918 2.343 -1.378
H 1.112 0.034 1.329
H 2.161 0.192 0.018
H 1.233 -1.408 0.247
*
```

SMILES: COP(=O)(I)I
Gap between HOMO and LUMO in eV: 8.5
LUMO in eV: -1.3414

2.
A single CH3I2O2P molecule, computed with ωB97M-V with the def2-TZVPD basis set.

```
! wB97M-V def2-TZVPD RIJCOSX def2/J DEFGRID3
* xyz 0 1
C -0.925 -0.415 -0.830
O -0.164 2.302 -0.223
O -1.014 0.609 1.642
P -0.574 0.979 0.313
I 2.234 0.455 0.507
I 3.139 -1.776 1.753
H -1.788 -1.067 -0.680
H -0.961 -0.135 -1.780
H 0.052 -0.952 -0.702
*
```

Gap between HOMO and LUMO in eV: 7.6
LUMO in eV: -2.3594

Result of the stability comparison: 2 is the most stable of them.

1.
A gas-phase ion, C5H10N2 (charge +2), computed with ωB97M-V with the def2-TZVPD basis set.

```
! wB97M-V def2-TZVPD RIJCOSX def2/J DEFGRID3
* xyz 2 3
C -0.866 1.181 -0.023
C 0.443 -0.733 0.214
C -1.980 0.260 -0.014
C 1.123 -1.888 -0.081
C 1.591 1.391 0.089
N -1.787 -1.038 0.095
N 0.328 0.532 0.108
H -0.770 2.185 -0.235
H -2.951 0.855 0.434
H -2.482 0.580 -1.021
H 2.253 -1.781 -0.373
H 0.782 -2.288 -0.989
H 1.091 -2.524 0.846
H 2.322 0.691 0.305
H 1.343 2.280 0.684
H 1.881 1.914 -0.776
H -2.320 -1.618 0.736
*
```

Expectation value of S²: 2.03
Gap between HOMO and LUMO (spin up / spin down) in eV: 6.9 / 8.5
LUMO (spin up / spin down) in eV: -11.1402 / -12.2729

2.
A gas-phase ion, C5H10N2 (charge +2), computed with ωB97M-V with the def2-TZVPD basis set.

```
! wB97M-V def2-TZVPD RIJCOSX def2/J DEFGRID3
* xyz 2 3
C -0.003 1.990 0.177
C 0.926 1.015 0.078
C -1.212 0.152 -0.129
C 0.316 -1.057 1.175
C 0.431 -1.072 -1.296
N -1.255 1.449 0.034
N 0.104 -0.297 -0.126
H 0.265 3.025 0.452
H 1.938 0.949 0.106
H -2.036 -0.540 -0.525
H -0.110 -2.040 1.077
H 1.346 -1.139 1.499
H -0.046 -0.319 1.939
H 1.338 -1.575 -1.194
H -0.259 -1.842 -1.382
H 0.267 -0.696 -2.287
H -2.012 1.997 0.401
*
```

Expectation value of S²: 2.01
Gap between HOMO and LUMO (spin up / spin down) in eV: 8.7 / 8.5
LUMO (spin up / spin down) in eV: -9.2473 / -13.8586

Result of the stability comparison: 2 is the most stable of them.

1.
A single C3H2Cl2F2 molecule, computed with ωB97M-V with the def2-TZVPD basis set.

```
! wB97M-V def2-TZVPD RIJCOSX def2/J DEFGRID3
* xyz 0 1
C 0.244 -1.163 -0.077
C -0.565 -0.148 0.484
C 0.004 1.152 -0.148
F 0.241 -1.237 -1.365
F -1.898 -0.256 0.045
Cl 0.035 1.332 -1.809
Cl 1.348 1.742 0.769
H 1.168 -1.335 0.419
H -0.576 -0.087 1.683
*
```

Gap between HOMO and LUMO (spin up / spin down) in eV: 8.3 / 8.3
LUMO (spin up / spin down) in eV: -0.3107 / -0.5970

2.
A single C3H2Cl2F2 molecule, computed with ωB97M-V with the def2-TZVPD basis set.

```
! wB97M-V def2-TZVPD RIJCOSX def2/J DEFGRID3
* xyz 0 1
C -0.068 0.578 0.327
C -1.317 0.118 0.289
C 1.023 -0.137 -0.387
F -2.259 0.734 1.012
F 2.222 0.476 -0.441
Cl -2.055 -1.109 -0.634
Cl 1.297 -1.687 0.480
H 0.211 1.327 0.959
H 0.944 -0.300 -1.606
*
```

SMILES: F/C(Cl)=C/[C@@H](F)Cl
Gap between HOMO and LUMO in eV: 10.8
LUMO in eV: 0.6629

Result of the stability comparison: 2 is the most stable of them.

1.
2 unconnected molecules or ions with the total composition C2H8BNO3, computed with ωB97M-V with the def2-TZVPD basis set.

```
! wB97M-V def2-TZVPD RIJCOSX def2/J DEFGRID3
* xyz 0 1
B 1.873 -0.134 0.042
C -1.355 -0.460 1.119
C -1.948 0.341 -0.938
N -1.487 -0.686 -0.002
O 1.908 -1.167 -0.963
O 2.983 0.133 0.701
O 0.819 0.632 0.180
H -0.824 -1.034 1.968
H 0.657 1.434 0.424
H -1.190 0.624 1.455
H -1.703 0.138 -2.006
H -2.997 0.528 -0.698
H -1.509 1.352 -0.674
H 1.081 -1.239 -1.536
H 3.691 -0.462 0.927
*
```

SMILES: OB(O)O.C=NC
Gap between HOMO and LUMO in eV: 9.6
LUMO in eV: 0.4841

2.
2 unconnected molecules or ions with the total composition C2H8BNO3, computed with ωB97M-V with the def2-TZVPD basis set.

```
! wB97M-V def2-TZVPD RIJCOSX def2/J DEFGRID3
* xyz 0 1
B -3.319 -0.249 -0.183
C 2.865 -0.325 0.268
C 0.978 0.809 -0.089
N 1.599 -0.373 0.344
O -4.168 0.807 -0.328
O -3.717 -1.397 -0.772
O -2.109 -0.212 0.393
H 3.558 -1.086 0.482
H -1.434 -0.926 0.328
H 3.420 0.592 -0.121
H 0.310 0.610 -0.865
H 0.661 1.441 0.710
H 1.676 1.575 -0.534
H -3.791 1.679 0.017
H -4.255 -1.182 -1.592
*
```

SMILES: OB(O)O.C=NC
Gap between HOMO and LUMO in eV: 10.7
LUMO in eV: 0.4913

Result of the stability comparison: 2 is the most stable of them.

1.
A single C20H27N5O2S molecule, computed with ωB97M-V with the def2-TZVPD basis set.

```
! wB97M-V def2-TZVPD RIJCOSX def2/J DEFGRID3
* xyz 0 1
C -5.740 -3.593 -0.411
C -5.029 -2.276 -0.383
C -3.899 -2.097 0.407
C -3.229 -0.889 0.430
C -3.678 0.173 -0.350
C -4.793 -0.009 -1.163
C -5.464 -1.215 -1.170
H -6.335 -1.340 -1.797
H -5.122 0.813 -1.780
C -2.986 1.488 -0.388
O -2.939 2.180 -1.392
N -2.439 1.886 0.784
H -2.433 1.266 1.578
C -1.646 3.099 0.900
C -0.214 2.767 0.629
N 0.593 2.206 1.484
N 1.776 2.006 0.880
C 1.670 2.446 -0.351
N 0.420 2.939 -0.573
C -0.095 3.496 -1.793
H 0.534 3.168 -2.619
H -0.081 4.587 -1.747
H -1.118 3.148 -1.952
S 2.912 2.442 -1.562
C 4.329 1.847 -0.583
H 4.277 2.333 0.390
H 5.207 2.174 -1.138
C 4.353 0.320 -0.464
O 5.080 -0.350 -1.167
N 3.525 -0.141 0.486
H 2.912 0.538 0.937
C 3.302 -1.547 0.772
H 2.620 -1.565 1.626
C 2.685 -2.305 -0.422
H 2.965 -1.795 -1.343
C 3.343 -3.681 -0.389
C 4.776 -3.349 0.013
H 5.293 -2.894 -0.830
H 5.338 -4.220 0.348
C 4.602 -2.307 1.118
H 4.495 -2.793 2.088
H 5.448 -1.626 1.168
H 2.873 -4.308 0.371
H 3.282 -4.192 -1.349
H 1.598 -2.348 -0.363
C -1.808 3.699 2.290
H -1.375 3.031 3.030
H -1.291 4.653 2.346
H -2.861 3.855 2.509
H -2.014 3.786 0.130
H -2.337 -0.792 1.032
H -3.538 -2.918 1.010
H -6.794 -3.461 -0.641
H -5.646 -4.106 0.544
H -5.304 -4.231 -1.180
*
```

SMILES: Cc1ccc(C(=O)N[C@@H](C)c2nnc(SCC(=O)NC3CCCC3)n2C)cc1
Gap between HOMO and LUMO in eV: 9.2
LUMO in eV: 0.5836

2.
A single C20H27N5O2S molecule, computed with ωB97M-V with the def2-TZVPD basis set.

```
! wB97M-V def2-TZVPD RIJCOSX def2/J DEFGRID3
* xyz 0 1
C 5.597 0.234 -1.055
H 6.266 0.999 -0.675
H 4.935 -0.120 -0.272
H 6.170 -0.593 -1.466
S 4.602 0.985 -2.379
C 3.160 -0.127 -2.304
C 2.177 0.313 -1.229
H 2.721 0.569 -0.317
C 1.174 -0.797 -0.884
N 0.018 -0.244 -0.201
C -0.036 -0.108 1.143
O 0.659 -0.670 1.958
N -1.072 0.731 1.553
C -1.867 1.509 0.769
N -2.010 1.658 -0.516
C -2.998 2.624 -0.626
C -3.565 3.186 -1.758
C -4.548 4.141 -1.579
C -4.965 4.537 -0.310
C -4.413 3.990 0.835
C -3.430 3.035 0.663
N -2.675 2.288 1.535
C -2.460 2.095 2.943
H -3.374 1.752 3.437
H -2.132 3.024 3.421
C -1.353 1.012 2.959
H -0.438 1.354 3.451
H -1.679 0.094 3.455
H -4.735 4.296 1.819
H -5.736 5.287 -0.218
H -5.007 4.596 -2.445
H -3.243 2.882 -2.741
H -0.575 0.383 -0.743
H 0.819 -1.261 -1.814
C 1.875 -1.879 -0.036
O 3.051 -1.765 0.256
N 1.164 -2.981 0.264
C -0.226 -3.239 -0.027
H -0.652 -2.440 -0.629
C -0.361 -4.579 -0.757
C 0.248 -5.700 0.079
C 1.700 -5.359 0.405
C 1.769 -4.001 1.098
H 2.801 -3.703 1.284
H 1.234 -4.037 2.054
H 2.135 -6.120 1.053
H 2.283 -5.321 -0.517
H 0.193 -6.646 -0.462
H -0.317 -5.809 1.008
H -1.416 -4.777 -0.953
H 0.158 -4.516 -1.716
H -0.779 -3.282 0.920
H 1.636 1.200 -1.567
H 3.544 -1.125 -2.101
H 2.701 -0.105 -3.292
*
```

SMILES: CSCC[C@H](NC(=O)N1CCn2c1nc1ccccc12)C(=O)N1CCCCC1
Gap between HOMO and LUMO in eV: 8.6
LUMO in eV: 0.5221

Result of the stability comparison: 2 is the most stable of them.

1.
3 unconnected molecules or ions with the total composition C5H17N2O3, computed with ωB97M-V with the def2-TZVPD basis set.

```
! wB97M-V def2-TZVPD RIJCOSX def2/J DEFGRID3
* xyz -1 1
C 0.483 -1.938 0.413
N -0.242 -2.037 1.663
C -1.633 -1.434 1.418
C 1.342 -0.528 0.175
C 2.195 -0.750 -1.145
N 0.372 0.553 0.269
C 0.812 2.000 0.360
O 0.402 2.669 -0.680
H -0.159 -2.063 -0.541
H 1.241 -2.730 0.323
H 0.105 -1.314 2.350
H -2.173 -2.266 0.930
H -1.674 -0.674 0.701
H -2.233 -1.232 2.358
H 2.030 -0.353 1.002
H 1.800 -1.288 -1.921
H 3.208 -1.202 -0.962
H 2.347 0.230 -1.746
H -0.436 0.544 -0.322
H 2.060 1.935 0.190
H 0.624 2.332 1.375
H -0.531 2.200 -1.628
H -1.100 0.638 -2.215
O -1.359 1.617 -2.187
H -1.974 1.974 0.422
H -2.631 1.472 -0.788
O -2.873 1.644 0.187
*
```

Gap between HOMO and LUMO in eV: 7.6
LUMO in eV: 3.6634

2.
3 unconnected molecules or ions with the total composition C5H17N2O3, computed with ωB97M-V with the def2-TZVPD basis set.

```
! wB97M-V def2-TZVPD RIJCOSX def2/J DEFGRID3
* xyz -1 1
N -0.185 -2.191 1.958
C -0.016 -2.789 0.631
C -0.827 -2.049 -0.448
N -0.080 -1.008 -1.187
C -1.505 0.994 -1.388
C -0.257 0.385 -0.740
C 0.997 1.266 -1.061
O 1.342 2.223 -0.098
H 0.330 -1.317 2.000
H 0.234 -2.797 2.645
H -0.389 -3.817 0.678
H 1.035 -2.797 0.322
H -1.727 -1.629 0.016
H -1.167 -2.768 -1.198
H -0.309 -1.078 -2.164
H -1.697 1.979 -0.958
H -1.356 1.146 -2.459
H -2.397 0.386 -1.212
H -0.384 0.406 0.340
H 0.815 1.807 -2.008
H 1.818 0.550 -1.242
H 2.908 0.675 1.541
H 1.768 1.597 1.080
O 2.130 1.066 1.939
H 0.158 3.069 0.405
H -0.624 3.120 1.738
O -0.615 3.573 0.872
*
```

Gap between HOMO and LUMO in eV: 7.9
LUMO in eV: 3.5397

Result of the stability comparison: 2 is the most stable of them.

1.
2 unconnected molecules or ions with the total composition C4H10OS2, computed with ωB97M-V with the def2-TZVPD basis set.

```
! wB97M-V def2-TZVPD RIJCOSX def2/J DEFGRID3
* xyz 0 1
C -0.544 -0.261 -1.170
C -1.335 -1.492 -0.742
C -1.373 -1.708 0.769
C 2.342 2.249 0.334
H -0.486 -0.194 -2.262
H 0.482 -0.296 -0.783
H -1.011 0.660 -0.809
H -2.362 -1.425 -1.119
H -0.887 -2.387 -1.194
H -1.896 -2.643 1.002
H -0.360 -1.803 1.173
H -1.390 0.558 1.557
H 4.137 2.659 0.785
H 2.071 2.935 1.140
O 3.656 2.111 0.150
S -2.276 -0.440 1.714
S 1.232 1.478 -0.547
*
```

SMILES: CCCS.OC=S
Gap between HOMO and LUMO in eV: 9.3
LUMO in eV: 0.3714

2.
3 unconnected molecules or ions with the total composition C4H10OS2, computed with ωB97M-V with the def2-TZVPD basis set.

```
! wB97M-V def2-TZVPD RIJCOSX def2/J DEFGRID3
* xyz 0 1
C 1.176 -0.754 -0.761
C 1.597 -1.155 -1.972
O 0.364 0.409 -3.685
C 0.079 0.296 -0.677
S -1.303 -1.619 1.428
S -0.329 0.008 2.388
C -1.626 0.885 3.362
H -0.218 0.574 -1.693
H 1.601 -1.067 0.202
H 2.481 -1.853 -1.952
H 1.120 -0.729 -2.887
H 1.016 0.978 -4.097
H 0.335 1.156 -0.060
H -0.804 -0.192 -0.220
H -1.995 0.137 4.081
H -2.473 1.233 2.725
H -1.021 1.693 3.817
*
```

Gap between HOMO and LUMO in eV: 3.0
LUMO in eV: -4.4686

Result of the stability comparison: 1 is the most stable of them.

1.
A molecular structure, C3H4N4O4, computed with ωB97M-V with the def2-TZVPD basis set.

```
! wB97M-V def2-TZVPD RIJCOSX def2/J DEFGRID3
* xyz 0 1
C 0.828 1.132 1.194
C 1.680 -0.063 -0.764
C 0.861 -0.128 0.487
N 0.735 2.120 1.773
N -0.970 -0.370 0.058
N -1.401 0.559 -0.982
N -1.749 -1.132 0.842
O -0.779 1.525 -1.094
O -2.349 0.187 -1.607
O -1.110 -1.738 1.650
O -2.924 -1.111 0.661
H 1.591 -0.692 -1.592
H 2.656 -0.329 -0.544
H 1.870 0.991 -1.240
H 1.060 -0.951 1.158
*
```

Gap between HOMO and LUMO in eV: 10.6
LUMO in eV: -0.9570

2.
A single C3H4N4O4 molecule, computed with ωB97M-V with the def2-TZVPD basis set.

```
! wB97M-V def2-TZVPD RIJCOSX def2/J DEFGRID3
* xyz 0 1
C 0.564 -0.145 0.200
C 0.936 0.570 -0.866
C -0.980 -0.144 0.213
N -0.182 1.224 -1.413
N -1.273 1.020 -0.601
N -0.432 1.641 -2.683
N -1.756 2.268 0.179
O 0.501 1.647 -3.438
O -1.596 1.870 -2.891
O -1.544 3.295 -0.392
O -2.306 2.026 1.217
H 1.137 -0.704 0.956
H 1.919 0.809 -1.384
H -1.405 -1.135 -0.294
H -1.558 0.063 1.169
*
```

SMILES: O=[N+]([O-])N1C=CCN1[N+](=O)[O-]
Gap between HOMO and LUMO in eV: 9.8
LUMO in eV: 0.1053

Result of the stability comparison: 2 is the most stable of them.

1.
A single C3H6 molecule, computed with ωB97M-V with the def2-TZVPD basis set.

```
! wB97M-V def2-TZVPD RIJCOSX def2/J DEFGRID3
* xyz 0 1
C -0.270 -0.776 0.259
C -0.163 0.290 -0.716
C 0.525 0.329 0.599
H 0.164 -1.641 -0.170
H -1.248 -0.828 0.667
H 0.130 0.383 -1.686
H -0.960 1.038 -0.744
H 0.205 1.062 1.363
H 1.617 0.144 0.429
*
```

SMILES: C1CC1
Gap between HOMO and LUMO in eV: 11.5
LUMO in eV: 1.3659

2.
2 unconnected molecules or ions with the total composition C3H6, computed with ωB97M-V with the def2-TZVPD basis set.

```
! wB97M-V def2-TZVPD RIJCOSX def2/J DEFGRID3
* xyz 0 1
C 1.028 0.403 -0.548
C -0.343 0.283 -0.255
C -0.734 -0.611 0.813
H 1.253 0.994 -1.421
H -0.155 -1.255 -0.893
H 1.723 0.387 0.281
H -1.076 0.757 -0.911
H -1.483 -0.315 1.537
H 0.139 -1.173 1.105
*
```

Gap between HOMO and LUMO in eV: 6.5
LUMO in eV: -0.6382

Result of the stability comparison: 1 is the most stable of them.